Below is a molecular structure, C61H70BrHgN8O5, with properties calculated with wB97M-V/def2-TZVPD.

Atoms and positions in Å:
Hg  0.370  -0.884  -0.377
C  3.446  -1.984  -2.519
N  2.369  -2.552  -1.729
C  1.519  -3.414  -2.541
C  2.923  -3.287  -0.592
C  3.348  -2.393  0.569
N  2.217  -1.916  1.354
C  2.577  -0.848  2.294
C  3.339  0.372  1.812
C  4.070  1.017  2.800
C  4.776  2.190  2.577
C  4.763  2.669  1.268
C  4.073  2.060  0.226
C  3.260  0.903  0.493
O  2.521  0.354  -0.414
C  4.103  2.707  -1.168
C  2.749  3.385  -1.414
C  5.206  3.765  -1.295
C  4.351  1.674  -2.275
C  5.508  2.888  3.723
C  4.524  3.180  4.868
C  6.635  1.992  4.257
C  6.122  4.218  3.284
C  1.660  -3.025  2.136
C  0.192  -2.995  2.438
C  -0.227  -3.035  3.757
C  -1.563  -3.241  4.086
C  -2.417  -3.490  3.018
C  -2.041  -3.490  1.675
C  -0.709  -3.128  1.352
O  -0.255  -2.966  0.124
C  -3.114  -3.944  0.672
C  -3.545  -5.377  1.035
C  -4.336  -3.014  0.762
C  -2.635  -3.975  -0.780
C  -2.089  -3.215  5.519
C  -3.058  -4.385  5.771
C  -2.842  -1.897  5.760
C  -0.953  -3.318  6.540
H  4.135  -2.768  -2.879
H  4.004  -1.265  -1.924
H  3.049  -1.461  -3.387
H  2.065  -4.297  -2.917
H  1.159  -2.850  -3.403
H  0.657  -3.735  -1.953
H  3.808  -3.859  -0.918
H  2.171  -4.007  -0.273
H  3.871  -1.526  0.173
H  4.055  -2.950  1.210
H  3.186  -1.291  3.102
H  1.641  -0.536  2.772
H  4.081  0.563  3.790
H  5.324  3.565  1.047
H  2.574  4.170  -0.674
H  1.957  2.645  -1.321
H  2.698  3.830  -2.413
H  4.993  4.658  -0.702
H  5.276  4.076  -2.341
H  6.180  3.370  -0.991
H  3.571  0.919  -2.263
H  5.321  1.185  -2.133
H  4.355  2.173  -3.250
H  4.137  2.257  5.305
H  3.673  3.755  4.499
H  5.016  3.752  5.663
H  6.253  1.006  4.528
H  7.102  2.436  5.144
H  7.404  1.854  3.493
H  5.357  4.904  2.913
H  6.866  4.076  2.496
H  6.621  4.690  4.136
H  2.212  -3.094  3.086
H  1.853  -3.958  1.604
H  0.525  -2.915  4.531
H  -3.459  -3.697  3.238
H  -4.013  -5.430  2.021
H  -2.681  -6.047  1.035
H  -4.266  -5.745  0.297
H  -4.892  -3.168  1.691
H  -5.019  -3.198  -0.073
H  -4.021  -1.971  0.723
H  -1.814  -4.685  -0.909
H  -2.275  -3.004  -1.107
H  -3.470  -4.287  -1.418
H  -4.014  -4.231  5.266
H  -3.262  -4.483  6.841
H  -2.634  -5.323  5.407
H  -3.611  -1.752  4.999
H  -2.156  -1.049  5.709
H  -3.322  -1.896  6.746
H  -0.364  -4.226  6.385
H  -1.368  -3.345  7.551
H  -0.280  -2.460  6.481
Br  -2.465  4.272  -7.995
C  -3.636  3.235  -6.913
C  -4.534  2.379  -7.525
C  -5.418  1.652  -6.744
C  -5.398  1.751  -5.355
C  -4.455  2.594  -4.759
C  -3.586  3.352  -5.532
N  -6.481  1.150  -4.648
N  -6.403  0.688  -3.479
C  -5.244  0.344  -2.775
C  -5.379  0.534  -1.393
C  -4.386  0.283  -0.483
C  -3.145  -0.300  -0.866
O  -2.260  -0.566  -0.030
C  -3.021  -0.641  -2.304
N  -1.919  -1.344  -2.640
C  -1.786  -1.784  -3.867
C  -2.754  -1.574  -4.852
C  -3.873  -0.853  -4.538
C  -4.049  -0.323  -3.237
H  -4.548  2.287  -8.603
H  -6.138  0.991  -7.212
H  -4.408  2.663  -3.680
H  -2.867  4.013  -5.065
H  -6.323  0.952  -1.058
H  -4.522  0.502  0.569
H  -0.893  -2.361  -4.088
H  -2.617  -1.976  -5.849
H  -4.634  -0.723  -5.283
O  -2.370  6.314  -2.092
N  -1.781  5.346  -2.646
O  -1.509  5.379  -3.887
C  -1.438  4.248  -1.870
C  -1.751  4.299  -0.516
C  -1.367  3.275  0.369
C  -1.615  3.342  1.761
C  -1.171  2.343  2.582
C  -0.472  1.266  2.023
N  -0.243  1.177  0.730
C  -0.689  2.133  -0.097
C  -0.448  2.003  -1.533
N  0.132  0.868  -1.964
C  0.499  0.750  -3.224
C  0.287  1.760  -4.148
C  -0.358  2.911  -3.750
C  -0.760  3.071  -2.412
H  -2.268  5.171  -0.146
H  -2.155  4.196  2.153
H  -1.346  2.370  3.650
H  -0.114  0.453  2.643
H  0.967  -0.186  -3.501
H  0.610  1.635  -5.174
H  -0.561  3.705  -4.447

DFT total energy, eV: -160768.4957
HOMO level (alpha / beta), hartree: -0.044 / -0.086
M, g mol⁻¹: 1275.78
ΔE to the lowest compared entry with this formula, charge and spin, kcal/mol: 7.7
Spin multiplicity: 2
Gap between HOMO and LUMO (alpha / beta), Eh: 0.1813 / 0.2237
Total charge: -2
<S²>: 0.785

Löwdin atomic charge list, values in e, 99 entries: atom 1 (Hg): 1.276, atom 2 (C): -0.106, atom 3 (N): -0.272, atom 4 (C): -0.106, atom 5 (C): -0.200, atom 6 (C): -0.173, atom 7 (N): -0.174, atom 8 (C): -0.143, atom 9 (C): -0.126, atom 10 (C): -0.024, atom 11 (C): -0.198, atom 12 (C): -0.003, atom 13 (C): -0.080, atom 14 (C): -0.336, atom 15 (O): -0.183, atom 16 (C): -0.528, atom 17 (C): -0.029, atom 18 (C): -0.084, atom 19 (C): -0.057, atom 20 (C): -0.565, atom 21 (C): -0.061, atom 22 (C): -0.061, atom 23 (C): -0.079, atom 24 (C): -0.157, atom 25 (C): -0.142, atom 26 (C): -0.007, atom 27 (C): -0.188, atom 28 (C): -0.002, atom 29 (C): -0.078, atom 30 (C): -0.313, atom 31 (O): -0.227, atom 32 (C): -0.518, atom 33 (C): -0.062, atom 34 (C): -0.038, atom 35 (C): -0.061, atom 36 (C): -0.560, atom 37 (C): -0.065, atom 38 (C): -0.051, atom 39 (C): -0.079, atom 40 (H): 0.083, atom 41 (H): 0.066, atom 42 (H): 0.076, atom 43 (H): 0.084, atom 44 (H): 0.060, atom 45 (H): 0.070, atom 46 (H): 0.116, atom 47 (H): 0.099, atom 48 (H): 0.102, atom 49 (H): 0.127, atom 50 (H): 0.111, atom 51 (H): 0.104, atom 52 (H): 0.107, atom 53 (H): 0.074, atom 54 (H): 0.093, atom 55 (H): 0.060, atom 56 (H): 0.088, atom 57 (H): 0.076, atom 58 (H): 0.077, atom 59 (H): 0.082, atom 60 (H): 0.044, atom 61 (H): 0.086, atom 62 (H): 0.078, atom 63 (H): 0.072, atom 64 (H): 0.089, atom 65 (H): 0.073, atom 66 (H): 0.073, atom 67 (H): 0.074, atom 68 (H): 0.083, atom 69 (H): 0.087, atom 70 (H): 0.080, atom 71 (H): 0.076, atom 72 (H): 0.113, atom 73 (H): 0.117, atom 74 (H): 0.099, atom 75 (H): 0.097, atom 76 (H): 0.066, atom 77 (H): 0.084, atom 78 (H): 0.077, atom 79 (H): 0.072, atom 80 (H): 0.086, atom 81 (H): 0.058, atom 82 (H): 0.082, atom 83 (H): 0.044, atom 84 (H): 0.083, atom 85 (H): 0.072, atom 86 (H): 0.072, atom 87 (H): 0.088, atom 88 (H): 0.083, atom 89 (H): 0.083, atom 90 (H): 0.077, atom 91 (H): 0.087, atom 92 (H): 0.075, atom 93 (H): 0.076, atom 94 (Br): 0.685, atom 95 (C): -0.692, atom 96 (C): -0.150, atom 97 (C): -0.059, atom 98 (C): -0.300, atom 99 (C): -0.003

=====

Below is a molecular structure, C35H32CaN2O7P2S, with properties calculated with wB97M-V/def2-TZVPD.

Atoms and positions in Å:
Ca  0.091  -1.073  0.355
O  -2.498  3.913  3.666
C  -2.034  2.869  2.955
C  -2.026  1.566  3.420
C  -1.508  0.565  2.611
N  -1.023  0.809  1.400
C  -1.022  2.076  0.975
C  -1.513  3.143  1.687
C  -0.379  2.257  -0.342
O  -0.552  3.370  -0.947
O  0.277  1.250  -0.764
C  -1.390  -0.885  3.124
O  -1.717  -1.081  4.285
O  -0.935  -1.700  2.262
H  -2.802  3.613  4.531
H  -2.378  1.286  4.405
H  -1.473  4.153  1.310
C  6.530  4.145  1.123
S  7.314  2.563  1.497
C  7.041  1.654  -0.054
C  5.779  0.802  -0.104
C  4.486  1.605  0.015
N  3.274  0.805  -0.113
P  2.490  0.391  1.259
C  2.034  1.970  2.119
C  2.097  3.177  1.423
C  1.729  4.374  2.026
C  1.274  4.380  3.336
C  1.186  3.181  4.036
C  1.561  1.989  3.432
C  3.663  -0.283  2.511
C  3.766  -1.666  2.636
C  4.706  -2.242  3.480
C  5.563  -1.433  4.211
C  5.471  -0.052  4.101
C  4.523  0.517  3.264
P  1.744  -0.608  -2.005
C  3.044  -0.451  -3.267
C  4.315  -0.898  -2.921
C  5.348  -0.871  -3.848
C  5.112  -0.399  -5.130
C  3.844  0.042  -5.489
C  2.814  0.013  -4.562
C  1.000  1.138  -2.129
C  1.988  2.274  -2.171
C  1.486  3.495  -2.278
C  -0.009  3.589  -2.345
C  -0.630  2.533  -3.222
C  -0.134  1.310  -3.113
H  6.749  4.811  1.956
H  5.450  4.052  1.021
H  6.952  4.575  0.214
H  7.924  1.026  -0.180
H  7.054  2.385  -0.867
H  5.807  0.053  0.691
H  5.764  0.262  -1.054
H  4.511  2.385  -0.770
H  4.529  2.163  0.962
H  2.457  3.166  0.399
H  1.807  5.305  1.475
H  0.991  5.311  3.812
H  0.833  3.175  5.060
H  1.502  1.062  3.995
H  3.103  -2.305  2.062
H  4.767  -3.320  3.568
H  6.300  -1.878  4.868
H  6.143  0.585  4.662
H  4.466  1.596  3.187
H  4.493  -1.250  -1.911
H  6.334  -1.219  -3.569
H  5.915  -0.378  -5.856
H  3.658  0.402  -6.493
H  1.824  0.340  -4.858
H  3.039  2.047  -2.091
H  2.085  4.396  -2.286
H  -0.374  4.589  -2.552
H  -1.480  2.785  -3.840
H  -0.517  0.427  -3.606
O  -0.422  -1.371  -1.824
O  0.598  -1.399  -2.879

DFT total energy, eV: -101976.8081
HOMO level, hartree: -0.275
M, g mol⁻¹: 726.74
Gap between HOMO and LUMO, Eh: 0.2252

The computed Löwdin charges, all in e, follow: atom 1 (Ca): 1.308, atom 2 (O): 0.097, atom 3 (C): -0.280, atom 4 (C): 0.087, atom 5 (C): -0.154, atom 6 (N): 0.074, atom 7 (C): -0.166, atom 8 (C): 0.096, atom 9 (C): -0.267, atom 10 (O): 0.134, atom 11 (O): -0.039, atom 12 (C): -0.632, atom 13 (O): 0.050, atom 14 (O): -0.195, atom 15 (H): 0.124, atom 16 (H): 0.137, atom 17 (H): 0.143, atom 18 (C): -0.419, atom 19 (S): 0.795, atom 20 (C): -0.493, atom 21 (C): -0.254, atom 22 (C): -0.370, atom 23 (N): -0.325, atom 24 (P): 0.848, atom 25 (C): -0.346, atom 26 (C): -0.112, atom 27 (C): -0.086, atom 28 (C): -0.095, atom 29 (C): -0.085, atom 30 (C): -0.095, atom 31 (C): -0.351, atom 32 (C): -0.110, atom 33 (C): -0.090, atom 34 (C): -0.090, atom 35 (C): -0.082, atom 36 (C): -0.110, atom 37 (P): 0.987, atom 38 (C): -0.339, atom 39 (C): -0.108, atom 40 (C): -0.078, atom 41 (C): -0.082, atom 42 (C): -0.078, atom 43 (C): -0.075, atom 44 (C): -0.370, atom 45 (C): -0.042, atom 46 (C): 0.000, atom 47 (C): -0.162, atom 48 (C): 0.011, atom 49 (C): -0.007, atom 50 (H): 0.027, atom 51 (H): 0.012, atom 52 (H): 0.034, atom 53 (H): 0.065, atom 54 (H): 0.074, atom 55 (H): 0.102, atom 56 (H): 0.079, atom 57 (H): 0.098, atom 58 (H): 0.057, atom 59 (H): 0.083, atom 60 (H): 0.103, atom 61 (H): 0.103, atom 62 (H): 0.108, atom 63 (H): 0.118, atom 64 (H): 0.089, atom 65 (H): 0.100, atom 66 (H): 0.100, atom 67 (H): 0.103, atom 68 (H): 0.098, atom 69 (H): 0.094, atom 70 (H): 0.106, atom 71 (H): 0.103, atom 72 (H): 0.103, atom 73 (H): 0.105, atom 74 (H): 0.090, atom 75 (H): 0.123, atom 76 (H): 0.152, atom 77 (H): 0.121, atom 78 (H): 0.118, atom 79 (O): -0.519, atom 80 (O): -0.450